Below is a structure of composition C3H11N4O2 in a non-equilibrium geometry, with properties calculated with the ωB97M-V functional and the def2-TZVPD basis.

```
! wB97M-V def2-TZVPD RIJCOSX def2/J DEFGRID3
* xyz 1 3
H 1.965 0.638 2.093
H -0.898 -2.600 0.540
N 2.182 1.051 1.222
H 0.769 0.791 -1.627
C -0.254 -0.037 0.613
N 0.524 2.431 0.289
H 1.220 3.231 0.152
H -3.105 -1.197 0.184
C -1.058 -2.001 -0.399
O -0.198 -0.854 -0.283
H -0.069 2.553 1.071
N 1.603 0.731 -1.027
O -0.666 0.335 1.654
H 2.447 1.243 -1.264
H 2.968 0.591 0.701
H -0.625 -2.574 -1.231
H -2.780 -1.130 -1.501
C -2.476 -1.664 -0.634
N 1.186 1.136 0.287
H -2.736 -2.674 -0.839
*
```

* E_HOMO (alpha / beta): -9.2 / -14.8 eV
* HOMO-LUMO gap (alpha / beta): 6.286 / 6.905 eV
* <S²>: 2.007
* E: -13328.791 eV
* E_LUMO (alpha / beta): -2.94 / -7.85 eV

These are the natural (NBO) partial charges, in e, on atoms 1 to 5: H 0.4159; H 0.2078; N -0.5234; H 0.4269; C 0.6851


Below is the molecule C3H11N5 in a non-equilibrium geometry, with properties calculated with the ωB97M-V functional and the def2-TZVPD basis.

```
! wB97M-V def2-TZVPD RIJCOSX def2/J DEFGRID3
* xyz 0 1
H -0.213 2.126 0.904
H -1.590 1.451 -1.026
N 1.970 0.538 0.999
H 1.951 0.504 -1.434
H -0.659 -3.290 -1.486
H -0.235 -3.328 0.203
C 0.778 0.350 0.192
H -0.659 0.639 1.769
N 0.483 -1.070 0.263
N -0.491 -2.797 -0.626
N -0.053 -1.555 -0.759
H 2.158 1.528 1.104
H -1.944 -0.111 -0.276
N 1.073 0.892 -1.116
C -1.717 0.939 -0.080
C -0.470 1.072 0.782
H 0.348 0.605 -1.765
H 1.836 0.124 1.914
H -2.567 1.383 0.438
*
```

* E_HOMO: -9.0 eV
* HOMO-LUMO gap: 10.213 eV
* structure (SMILES): CCC(N)(N)/N=N/N
* E: -10738.856 eV
* E_LUMO: 1.19 eV

These are the natural (NBO) partial charges, in e, on atoms 1 to 5: H 0.2089; H 0.2049; N -0.8328; H 0.3707; H 0.3813


Below is the ion C3H11N5 with charge +2 in a non-equilibrium geometry, with properties calculated with the ωB97M-V functional and the def2-TZVPD basis.

```
! wB97M-V def2-TZVPD RIJCOSX def2/J DEFGRID3
* xyz 2 1
N 0.183 0.023 -1.266
H -0.957 2.181 0.015
N -0.415 -0.814 0.704
H -0.782 1.462 1.580
N -0.552 -1.624 2.770
H -0.117 1.575 -2.655
H 0.613 2.207 0.728
H -1.096 -2.423 2.326
H 0.964 0.366 -3.120
H 1.305 1.665 -2.110
H 0.275 -1.621 -2.493
C -0.247 1.627 0.585
C 0.537 0.853 -2.326
N 0.250 -1.277 -1.552
N -0.036 -0.802 1.940
H 0.519 0.065 2.310
C 0.004 0.314 -0.009
H -0.347 -1.877 -1.077
H -0.099 -1.899 3.650
*
```

* E_HOMO (alpha / beta): -18.2 / -18.2 eV
* HOMO-LUMO gap (alpha / beta): 7.470 / 7.484 eV
* E: -10717.677 eV
* E_LUMO (alpha / beta): -10.73 / -10.72 eV

These are the natural (NBO) partial charges, in e, on atoms 1 to 5: N 0.0088; H 0.3006; N -0.1599; H 0.2474; N -0.4447


Below is a structure of composition C3H11NO in a non-equilibrium geometry, with properties calculated with the ωB97M-V functional and the def2-TZVPD basis.

```
! wB97M-V def2-TZVPD RIJCOSX def2/J DEFGRID3
* xyz 0 1
H -0.654 0.889 1.900
C -1.547 0.300 1.583
H -0.526 -0.774 -1.864
H -2.179 0.187 2.467
H -0.719 -0.898 0.065
H 1.604 -0.805 0.243
C 1.049 1.054 -0.560
H 2.046 -0.652 -1.463
H 0.034 -2.093 -0.989
C 1.267 -0.421 -0.721
H -2.116 0.958 0.884
O -1.262 -0.953 1.050
H 0.643 1.496 -1.486
H 2.016 1.523 -0.348
N -0.014 -1.082 -1.022
H 0.358 1.271 0.262
*
```

* E_HOMO: -8.6 eV
* HOMO-LUMO gap: 9.450 eV
* E: -6825.964 eV
* E_LUMO: 0.86 eV

These are the natural (NBO) partial charges, in e, on atoms 1 to 5: H 0.1260; C -0.2376; H 0.3886; H 0.1687; H 0.4518


Below is a cluster of 2 separate species, C3H11NO in total in a non-equilibrium geometry, with properties calculated with the ωB97M-V functional and the def2-TZVPD basis.

```
! wB97M-V def2-TZVPD RIJCOSX def2/J DEFGRID3
* xyz 0 1
H 4.494 -0.085 -1.387
N 3.510 -0.299 -1.584
H 0.312 -0.292 1.017
C 1.122 -0.415 -0.955
H 2.436 1.252 -0.527
H 0.860 -0.026 -1.957
H 3.436 -1.323 -1.581
H -0.292 1.064 0.013
H 2.810 -0.304 0.270
C 2.523 0.161 -0.693
H -0.879 -0.602 -0.284
H -1.935 2.520 0.006
H -0.879 3.105 0.990
O -1.762 2.672 0.963
C 0.000 0.000 0.000
H 1.098 -1.521 -1.007
*
```

* E_HOMO: -8.9 eV
* HOMO-LUMO gap: 9.747 eV
* structure (SMILES): CCCN.O
* E: -6826.361 eV
* E_LUMO: 0.85 eV

These are the natural (NBO) partial charges, in e, on atoms 1 to 5: H 0.3662; N -0.8414; H 0.2022; C -0.3998; H 0.1858


Below is a cluster of 2 separate species, C3H11NO in total in a non-equilibrium geometry, with properties calculated with the ωB97M-V functional and the def2-TZVPD basis.

```
! wB97M-V def2-TZVPD RIJCOSX def2/J DEFGRID3
* xyz 0 1
H 1.270 -0.977 -1.437
C -0.841 -0.666 -1.815
H 0.453 0.059 0.973
H -1.727 -0.447 -1.248
H 0.211 -1.748 -0.273
H 1.767 1.608 -1.097
H -1.502 -0.022 1.585
H -0.746 0.486 2.778
N 0.439 0.330 -0.003
H -0.714 0.218 -2.447
H 1.329 2.036 0.483
H -1.019 -1.509 -2.491
C 1.637 1.170 -0.111
C 0.337 -0.849 -0.875
O -1.545 -0.009 2.551
H 2.554 0.711 0.254
*
```

* E_HOMO: -9.2 eV
* HOMO-LUMO gap: 10.076 eV
* structure (SMILES): CCNC.O
* E: -6826.375 eV
* E_LUMO: 0.87 eV

These are the natural (NBO) partial charges, in e, on atoms 1 to 5: H 0.1775; C -0.6077; H 0.3444; H 0.2053; H 0.1887


Below is a cluster of 2 separate species, C3H11NO in total in a non-equilibrium geometry, with properties calculated with the ωB97M-V functional and the def2-TZVPD basis.

```
! wB97M-V def2-TZVPD RIJCOSX def2/J DEFGRID3
* xyz 0 1
O 0.637 -2.225 0.374
H 1.165 -2.437 1.177
H 0.464 1.580 1.698
C -1.547 -0.697 -0.712
H -1.110 -0.808 -1.719
C 0.011 0.993 -0.312
H 0.611 0.846 -1.231
H -1.841 -1.695 -0.344
H 0.150 -0.971 0.320
H 1.925 1.167 0.747
H 1.118 2.748 0.508
N -0.549 -0.219 0.264
H -0.756 1.760 -0.530
H -2.452 -0.070 -0.789
C 0.948 1.677 0.712
H 1.225 -1.648 -0.164
*
```

* E_HOMO: -8.4 eV
* HOMO-LUMO gap: 8.907 eV
* structure (SMILES): CCNC.O
* E: -6825.164 eV
* E_LUMO: 0.53 eV

These are the natural (NBO) partial charges, in e, on atoms 1 to 5: O -0.8815; H 0.4933; H 0.2154; C -0.4247; H 0.1538


Below is a cluster of 2 separate species, C3H11NO2 in total in a non-equilibrium geometry, with properties calculated with the ωB97M-V functional and the def2-TZVPD basis.

```
! wB97M-V def2-TZVPD RIJCOSX def2/J DEFGRID3
* xyz 0 1
H -0.679 -0.921 -2.674
H 0.007 1.742 0.227
O -0.456 -1.835 -2.530
C 0.525 0.026 1.468
C -1.387 0.020 -0.261
H 0.132 -1.822 -1.777
C -0.086 0.670 0.210
H -2.296 0.340 0.242
N 0.725 1.106 2.447
H -0.217 -0.724 1.779
H 1.611 0.664 -0.917
H -0.023 1.196 3.105
H 1.401 -0.563 1.208
H -1.289 -1.029 -0.006
H 1.586 0.983 2.945
O 0.715 0.291 -1.019
H -1.618 0.199 -1.303
*
```

* E_HOMO: -9.7 eV
* HOMO-LUMO gap: 10.460 eV
* structure (SMILES): C[C@H](O)CN.O
* E: -8873.639 eV
* E_LUMO: 0.79 eV

These are the natural (NBO) partial charges, in e, on atoms 1 to 5: H 0.4693; H 0.1920; O -0.9437; C -0.2591; C -0.6228